This record from OMol25 describes one molecule with the formula C2H6N2S. The level of theory is wB97M-V/def2-TZVPD.

The highest occupied orbital energy is -0.3343 Ha. The energy above the lowest of the compared OMol25 structures with the same formula, charge and spin comes out at 174.80 kJ/mol. The largest force on an atom is 4.684 eV/A. The total charge is 0. As for the structure (SMILES): C/N=C\NS.

```
11
Properties=species:S:1:pos:R:3:lowdin_charge:R:1
C -0.813 1.080 -0.975 -0.2117
N -1.297 0.460 0.150 -0.0309
C -0.571 -0.405 0.635 -0.3025
N 0.718 -0.829 0.137 -0.5008
S 1.764 -1.790 0.977 0.6742
H -0.567 0.367 -1.862 0.1111
H -1.565 1.852 -1.325 0.0878
H 0.164 1.627 -0.869 0.0868
H -0.841 -1.110 1.401 0.0975
H 1.180 -0.268 -0.554 0.0369
H 1.827 -0.984 2.286 -0.0482
```